(1)
{"formula": "C27H43BaN4O2PS5", "method": "ωB97M-V with the def2-TZVPD basis set", "species": ["Ba", "C", "N", "C", "C", "C", "N", "C", "C", "H", "H", "H", "H", "H", "H", "H", "H", "H", "H", "H", "H", "H", "H", "H", "H", "O", "C", "C", "C", "C", "N", "C", "C", "C", "C", "C", "C", "O", "C", "C", "N", "H", "H", "H", "H", "H", "H", "H", "H", "H", "H", "H", "H", "S", "C", "S", "C", "C", "S", "S", "S", "C", "C", "P", "C", "C", "C", "C", "H", "H", "H", "H", "H", "H", "H", "H", "H", "H", "H", "H", "H", "H", "H"], "coordinates": [[-0.073, -0.125, 0.315], [3.226, 0.406, -0.971], [2.737, -0.567, -0.002], [2.756, -1.900, -0.616], [3.540, -0.512, 1.217], [2.919, -1.288, 2.363], [1.638, -0.739, 2.810], [0.910, -1.758, 3.576], [1.836, 0.423, 3.665], [4.279, 0.228, -1.235], [3.134, 1.419, -0.575], [2.632, 0.332, -1.881], [3.778, -2.195, -0.895], [2.127, -1.893, -1.506], [2.349, -2.653, 0.059], [3.656, 0.541, 1.491], [4.556, -0.894, 1.031], [3.632, -1.341, 3.201], [2.744, -2.318, 2.052], [1.490, -2.082, 4.453], [0.676, -2.613, 2.945], [-0.038, -1.347, 3.924], [2.425, 0.172, 4.561], [0.871, 0.807, 3.991], [2.361, 1.220, 3.134], [-3.610, 4.171, 5.804], [-2.453, 3.356, 5.923], [-1.984, 3.024, 4.535], [-0.702, 3.312, 4.099], [-0.336, 2.937, 2.814], [-1.151, 2.336, 1.957], [-2.413, 2.109, 2.358], [-2.853, 2.414, 3.637], [-3.339, 1.523, 1.347], [-4.696, 1.821, 1.359], [-5.508, 1.266, 0.380], [-6.978, 1.571, 0.315], [-7.396, 2.150, 1.537], [-4.923, 0.438, -0.569], [-3.562, 0.198, -0.507], [-2.782, 0.731, 0.433], [-3.937, 4.374, 6.684], [-2.692, 2.425, 6.450], [-1.657, 3.865, 6.474], [0.011, 3.807, 4.745], [0.669, 3.141, 2.458], [-3.867, 2.183, 3.935], [-5.118, 2.478, 2.105], [-7.522, 0.646, 0.102], [-7.152, 2.261, -0.520], [-8.354, 2.208, 1.540], [-5.513, -0.032, -1.345], [-3.071, -0.460, -1.218], [0.995, -7.094, -1.890], [0.466, -5.579, -1.501], [-0.300, -5.175, -0.011], [-0.638, -3.484, -0.323], [-0.257, -3.039, -1.547], [-0.416, -1.441, -2.307], [0.502, -4.236, -2.578], [-1.458, -2.656, 1.004], [2.370, 4.442, -1.434], [0.879, 4.359, -1.745], [0.277, 2.619, -1.826], [0.960, 2.018, -3.431], [0.543, 2.715, -4.720], [-1.533, 2.806, -2.160], [-2.025, 4.069, -2.864], [2.696, 5.478, -1.338], [2.971, 3.983, -2.221], [2.608, 3.930, -0.499], [0.654, 4.889, -2.673], [0.304, 4.857, -0.959], [0.711, 0.953, -3.478], [2.048, 2.051, -3.324], [-0.518, 2.570, -4.924], [1.091, 2.304, -5.569], [0.737, 3.788, -4.694], [-2.034, 2.716, -1.193], [-1.820, 1.909, -2.720], [-1.836, 4.957, -2.259], [-3.102, 4.016, -3.032], [-1.548, 4.222, -3.830]], "homo_energy_ev": -5.908, "multiplicity": 1, "gap_ev": 5.53, "fmax_ev_per_a": 0.5, "de_lowest_ev": 0.0000, "e_lumo_ev": -0.38}

---

(2)
{"formula": "C12H78N2O27", "method": "ωB97M-V with the def2-TZVPD basis set", "species": ["C", "O", "C", "C", "N", "H", "H", "C", "C", "O", "C", "H", "H", "H", "H", "H", "H", "H", "H", "H", "H", "H", "H", "H", "H", "C", "O", "C", "C", "N", "H", "H", "C", "C", "O", "C", "H", "H", "H", "H", "H", "H", "H", "H", "H", "H", "H", "H", "H", "H", "O", "H", "H", "O", "H", "H", "O", "H", "H", "O", "H", "H", "O", "H", "H", "O", "H", "H", "O", "H", "H", "O", "H", "H", "O", "H", "H", "O", "H", "H", "O", "H", "H", "O", "H", "H", "O", "H", "H", "O", "H", "H", "O", "H", "H", "O", "H", "H", "O", "H", "H", "O", "H", "H", "O", "H", "H", "O", "H", "H", "O", "H", "H", "O", "H", "H", "O", "H", "H"], "coordinates": [[55.391, 0.215, 18.890], [54.382, 0.534, 19.928], [53.476, 1.410, 19.399], [52.359, 1.580, 20.484], [51.217, 2.530, 20.053], [50.918, 2.765, 20.932], [51.665, 3.405, 19.656], [50.177, 2.051, 19.098], [48.710, 2.681, 19.358], [47.890, 2.080, 18.377], [46.516, 2.603, 18.419], [54.859, -0.303, 18.198], [56.110, -0.424, 19.226], [55.879, 1.185, 18.547], [52.956, 1.097, 18.523], [53.841, 2.300, 19.429], [52.793, 1.952, 21.324], [52.047, 0.622, 20.774], [50.157, 0.932, 19.453], [50.380, 2.104, 18.044], [48.870, 3.733, 19.399], [48.433, 2.287, 20.314], [46.161, 1.934, 17.519], [46.703, 3.665, 18.142], [46.146, 2.208, 19.278], [58.982, -4.273, 24.278], [58.384, -3.356, 25.037], [57.798, -2.204, 24.337], [57.507, -1.162, 25.574], [56.712, -0.023, 25.003], [55.957, -0.506, 24.549], [56.489, 0.621, 25.846], [57.117, 0.611, 23.721], [56.018, 1.581, 23.240], [56.757, 2.133, 22.217], [56.118, 3.191, 21.564], [59.550, -3.815, 23.456], [58.241, -4.993, 23.880], [59.670, -4.831, 24.948], [56.989, -2.766, 23.712], [58.334, -1.847, 23.717], [58.527, -0.696, 25.873], [57.183, -1.594, 26.386], [57.403, -0.146, 23.049], [58.089, 0.989, 23.761], [55.993, 2.421, 23.907], [55.155, 1.165, 22.978], [55.705, 3.890, 22.243], [55.262, 2.949, 21.072], [56.292, 3.460, 20.525], [59.052, 1.805, 19.679], [58.786, 0.808, 20.055], [58.734, 1.665, 18.770], [45.830, 1.201, 21.526], [46.207, 2.118, 21.559], [44.849, 1.215, 21.342], [57.331, -2.081, 20.426], [57.285, -2.041, 19.422], [57.176, -3.002, 20.797], [58.802, -0.195, 20.293], [58.068, -0.756, 20.233], [59.581, -0.658, 20.023], [50.321, 1.701, 23.105], [50.950, 0.970, 23.497], [49.550, 1.296, 23.435], [57.191, -1.319, 17.716], [57.992, -1.886, 17.873], [56.648, -1.735, 17.011], [56.591, 2.165, 15.094], [57.093, 1.798, 16.003], [57.418, 2.483, 14.815], [47.218, -0.443, 15.314], [46.685, 0.417, 15.257], [47.155, -0.976, 14.465], [53.992, -1.832, 15.425], [53.482, -1.630, 16.112], [54.265, -0.935, 15.103], [52.550, 4.272, 18.049], [52.039, 4.810, 17.483], [53.243, 4.628, 18.434], [45.401, 0.717, 14.992], [45.023, 1.443, 15.526], [44.814, 0.621, 14.310], [47.857, 6.695, 16.738], [47.966, 6.160, 17.511], [48.662, 7.311, 16.650], [45.359, -0.518, 20.063], [46.103, -1.013, 19.849], [45.703, 0.329, 20.230], [44.043, 2.724, 15.970], [43.775, 3.339, 16.772], [43.345, 2.524, 15.410], [57.957, 0.760, 17.177], [58.030, -0.134, 17.433], [58.671, 0.864, 16.645], [51.992, 4.284, 22.250], [52.164, 4.969, 22.840], [51.869, 3.648, 22.998], [46.587, 4.009, 21.794], [46.831, 4.086, 22.638], [46.838, 4.809, 21.329], [50.689, 2.393, 15.400], [50.449, 1.474, 15.327], [49.788, 2.742, 15.601], [52.143, -2.068, 20.083], [52.351, -2.013, 19.218], [51.329, -2.361, 20.157], [54.274, -1.336, 21.630], [53.381, -1.499, 21.166], [54.825, -1.006, 20.867], [47.839, 6.204, 19.573], [48.202, 6.833, 20.239], [46.780, 6.323, 19.735], [48.814, -1.160, 20.015], [48.628, -2.098, 20.211], [48.164, -1.322, 19.231], [48.367, 0.147, 22.480], [48.546, -0.361, 21.775], [47.615, 0.571, 22.331]], "homo_energy_ev": -12.252, "multiplicity": 1, "gap_ev": 7.80, "total_charge": 2, "fmax_ev_per_a": 14.1, "de_lowest_ev": 5.5475, "e_lumo_ev": -4.46}

---

(3)
{"formula": "C10H23N5O8P", "method": "ωB97M-V with the def2-TZVPD basis set", "species": ["N", "P", "O", "O", "N", "N", "C", "N", "C", "N", "H", "H", "H", "H", "H", "H", "H", "C", "C", "O", "C", "O", "O", "C", "H", "H", "H", "H", "H", "H", "H", "H", "C", "C", "O", "C", "O", "O", "C", "H", "H", "H", "H", "H", "H", "H", "H"], "coordinates": [[0.777, 2.134, 3.396], [0.631, 1.006, 2.294], [1.687, -0.245, 2.697], [1.115, 1.536, 0.743], [-1.023, 0.395, 2.094], [-2.054, 1.234, 2.297], [-3.197, 0.444, 2.026], [-2.881, -0.913, 1.632], [-1.435, -0.925, 1.691], [-0.581, -1.914, 1.401], [-0.139, 2.296, 3.833], [2.573, 0.103, 2.421], [0.308, 1.600, 0.188], [-2.051, 2.223, 2.572], [-4.233, 0.875, 2.078], [-0.575, -2.749, 1.997], [0.092, -1.886, 0.629], [8.637, -1.433, 0.879], [7.995, -1.823, -0.439], [6.952, -2.786, -0.234], [5.782, -2.290, 0.175], [5.530, -1.126, 0.373], [4.932, -3.314, 0.349], [3.663, -2.921, 0.854], [8.971, -2.321, 1.420], [9.493, -0.777, 0.711], [7.926, -0.914, 1.525], [8.738, -2.299, -1.080], [7.617, -0.949, -0.976], [3.222, -2.129, 0.244], [3.760, -2.597, 1.893], [3.005, -3.789, 0.821], [-4.872, -0.019, -1.363], [-6.126, 0.817, -1.192], [-5.927, 2.142, -1.696], [-6.034, 2.271, -3.029], [-6.285, 1.389, -3.807], [-5.791, 3.550, -3.342], [-5.803, 3.815, -4.745], [-4.008, 0.484, -0.919], [-4.994, -0.995, -0.888], [-4.645, -0.171, -2.419], [-6.357, 0.919, -0.129], [-6.991, 0.346, -1.665], [-6.724, 3.459, -5.208], [-4.933, 3.357, -5.219], [-5.744, 4.894, -4.880]], "homo_energy_ev": -12.963, "multiplicity": 1, "gap_ev": 8.15, "total_charge": 1, "fmax_ev_per_a": 5.6, "e_lumo_ev": -4.81}

---

(4)
{"formula": "C17H15ClO", "method": "ωB97M-V with the def2-TZVPD basis set", "species": ["Cl", "C", "C", "C", "C", "O", "C", "C", "H", "H", "H", "H", "C", "C", "C", "C", "C", "C", "C", "C", "C", "C", "C", "H", "H", "H", "H", "H", "H", "H", "H", "H", "H", "H"], "coordinates": [[-0.560, 5.564, -2.295], [0.191, 4.152, -1.685], [1.512, 4.214, -1.196], [2.116, 3.085, -0.695], [1.384, 1.824, -0.570], [1.842, 0.827, 0.055], [0.065, 1.802, -1.186], [-0.519, 2.939, -1.682], [2.049, 5.161, -1.222], [3.144, 3.107, -0.340], [-0.479, 0.859, -1.188], [-1.532, 2.901, -2.073], [1.497, -2.224, 0.510], [2.013, -3.318, -0.533], [0.842, -3.496, -1.434], [-0.212, -2.690, -1.049], [0.129, -1.878, 0.055], [-0.834, -1.177, 0.839], [-2.171, -1.055, 0.377], [-3.119, -0.351, 1.103], [-2.784, 0.197, 2.345], [-1.500, -0.001, 2.874], [-0.540, -0.695, 2.147], [1.405, -2.729, 1.487], [2.200, -1.383, 0.588], [2.927, -2.953, -1.019], [2.251, -4.231, 0.032], [0.822, -4.208, -2.251], [-1.194, -2.679, -1.510], [-2.488, -1.560, -0.534], [-4.124, -0.238, 0.696], [-3.520, 0.774, 2.902], [-1.248, 0.385, 3.866], [0.436, -0.924, 2.586]], "homo_energy_ev": -5.655, "multiplicity": 1, "gap_ev": 2.96, "fmax_ev_per_a": 1.7, "e_lumo_ev": -2.69}

---

(5)
{"formula": "C21H43Cl3NO3S", "method": "ωB97M-V with the def2-TZVPD basis set", "species": ["C", "C", "C", "C", "C", "C", "C", "C", "C", "C", "C", "C", "C", "O", "C", "O", "C", "C", "C", "N", "C", "S", "O", "C", "C", "H", "H", "H", "H", "H", "H", "H", "H", "H", "H", "H", "H", "H", "H", "H", "H", "H", "H", "H", "H", "H", "H", "H", "H", "H", "H", "H", "H", "H", "H", "H", "H", "H", "H", "H", "H", "H", "H", "H", "H", "H", "H", "C", "Cl", "Cl", "Cl", "H"], "coordinates": [[1.459, -3.532, 0.677], [1.933, -2.180, 1.307], [3.488, -1.997, 1.373], [4.273, -2.497, 0.117], [4.373, -1.467, -1.075], [3.319, -0.314, -1.045], [3.336, 0.587, -2.342], [3.232, 2.122, -2.035], [1.752, 2.661, -2.135], [0.957, 1.927, -0.985], [-0.540, 2.427, -0.856], [-1.415, 1.184, -0.449], [-2.536, 1.467, 0.590], [-3.512, 0.409, 0.428], [-4.796, 0.822, 0.900], [-5.614, -0.306, 0.913], [-5.861, -0.716, -0.456], [-5.186, -2.097, -0.768], [-4.579, 1.391, 2.362], [-3.290, 0.838, 2.838], [-2.097, 1.407, 2.101], [-1.904, 3.108, 2.856], [-1.061, 0.524, 2.395], [0.253, 1.093, 2.341], [0.860, 1.401, 3.771], [2.094, -4.397, 0.952], [0.386, -3.699, 0.906], [1.515, -3.414, -0.433], [1.399, -1.345, 0.800], [1.559, -2.170, 2.363], [3.834, -2.538, 2.284], [3.728, -0.921, 1.543], [3.916, -3.460, -0.295], [5.319, -2.681, 0.459], [4.276, -2.040, -2.023], [5.384, -0.995, -1.099], [3.515, 0.338, -0.170], [2.311, -0.787, -1.016], [4.251, 0.417, -2.950], [2.477, 0.278, -2.976], [3.669, 2.345, -1.032], [3.821, 2.682, -2.792], [1.749, 3.740, -1.879], [1.290, 2.418, -3.110], [0.939, 0.839, -1.201], [1.546, 2.084, -0.058], [-0.630, 3.224, -0.083], [-0.841, 2.847, -1.836], [-0.819, 0.311, -0.106], [-1.935, 0.833, -1.371], [-3.076, 2.412, 0.336], [-5.203, 1.614, 0.233], [-5.446, 0.009, -1.189], [-6.957, -0.738, -0.631], [-4.905, -2.153, -1.843], [-5.893, -2.936, -0.595], [-4.266, -2.221, -0.164], [-5.451, 1.093, 2.976], [-4.594, 2.491, 2.268], [-3.268, -0.188, 2.853], [-3.172, 1.135, 3.818], [-0.991, 3.724, 2.044], [0.908, 0.295, 1.923], [0.362, 1.943, 1.639], [0.137, 1.091, 4.548], [1.178, 2.460, 3.854], [1.780, 0.789, 3.903], [1.439, -2.594, -4.850], [3.119, -2.195, -4.478], [1.055, -4.233, -4.317], [0.340, -1.424, -4.103], [1.307, -2.545, -5.925]], "homo_energy_ev": -12.440, "multiplicity": 1, "gap_ev": 9.75, "total_charge": 1, "fmax_ev_per_a": 2.8, "e_lumo_ev": -2.69}

---

(6)
{"formula": "C7H12", "method": "ωB97M-V with the def2-TZVPD basis set", "species": ["C", "C", "C", "C", "C", "C", "C", "H", "H", "H", "H", "H", "H", "H", "H", "H", "H", "H", "H"], "coordinates": [[2.777, 0.348, -0.665], [1.271, 0.063, -0.785], [0.664, 0.439, 0.519], [-0.620, 1.199, 0.413], [-1.747, 0.200, 0.715], [-1.998, -0.942, -0.228], [-1.339, -1.200, 1.094], [3.277, 0.292, -1.636], [3.236, -0.359, 0.030], [2.934, 1.352, -0.256], [0.830, 0.537, -1.680], [1.130, -1.027, -0.902], [-0.263, -1.356, 1.144], [-0.801, 1.687, -0.560], [-0.628, 1.964, 1.199], [-2.620, 0.630, 1.201], [-3.025, -1.279, -0.335], [-1.421, -0.993, -1.150], [-1.879, -1.739, 1.863]], "homo_energy_ev": -8.016, "multiplicity": 1, "gap_ev": 8.17, "fmax_ev_per_a": 0.4, "de_lowest_ev": 4.5019, "e_lumo_ev": 0.15}

---

Q: Number 4 is which compound?
A: C17H15ClO

---

Please write out number 3 again, unchanged.
{"formula": "C10H23N5O8P", "method": "ωB97M-V with the def2-TZVPD basis set", "species": ["N", "P", "O", "O", "N", "N", "C", "N", "C", "N", "H", "H", "H", "H", "H", "H", "H", "C", "C", "O", "C", "O", "O", "C", "H", "H", "H", "H", "H", "H", "H", "H", "C", "C", "O", "C", "O", "O", "C", "H", "H", "H", "H", "H", "H", "H", "H"], "coordinates": [[0.777, 2.134, 3.396], [0.631, 1.006, 2.294], [1.687, -0.245, 2.697], [1.115, 1.536, 0.743], [-1.023, 0.395, 2.094], [-2.054, 1.234, 2.297], [-3.197, 0.444, 2.026], [-2.881, -0.913, 1.632], [-1.435, -0.925, 1.691], [-0.581, -1.914, 1.401], [-0.139, 2.296, 3.833], [2.573, 0.103, 2.421], [0.308, 1.600, 0.188], [-2.051, 2.223, 2.572], [-4.233, 0.875, 2.078], [-0.575, -2.749, 1.997], [0.092, -1.886, 0.629], [8.637, -1.433, 0.879], [7.995, -1.823, -0.439], [6.952, -2.786, -0.234], [5.782, -2.290, 0.175], [5.530, -1.126, 0.373], [4.932, -3.314, 0.349], [3.663, -2.921, 0.854], [8.971, -2.321, 1.420], [9.493, -0.777, 0.711], [7.926, -0.914, 1.525], [8.738, -2.299, -1.080], [7.617, -0.949, -0.976], [3.222, -2.129, 0.244], [3.760, -2.597, 1.893], [3.005, -3.789, 0.821], [-4.872, -0.019, -1.363], [-6.126, 0.817, -1.192], [-5.927, 2.142, -1.696], [-6.034, 2.271, -3.029], [-6.285, 1.389, -3.807], [-5.791, 3.550, -3.342], [-5.803, 3.815, -4.745], [-4.008, 0.484, -0.919], [-4.994, -0.995, -0.888], [-4.645, -0.171, -2.419], [-6.357, 0.919, -0.129], [-6.991, 0.346, -1.665], [-6.724, 3.459, -5.208], [-4.933, 3.357, -5.219], [-5.744, 4.894, -4.880]], "homo_energy_ev": -12.963, "multiplicity": 1, "gap_ev": 8.15, "total_charge": 1, "fmax_ev_per_a": 5.6, "e_lumo_ev": -4.81}